# 1
The following is a quantum chemistry calculation of C41H34IrN4OS3 as an isolated structure, from OMol25.

Properties
Charge: +1
Expectation value of S²: 6.0183
Gap between HOMO and LUMO (spin up / spin down), eV: 7.629 / 5.996
Strongest force on any atom, eV/A: 1.46
HOMO level (spin up / spin down), Ha: -0.365 / -0.377
ΔE to the lowest compared entry with this formula, charge and spin, kJ/mol: 0.0
Multiplicity: 5

Cartesian coordinates (Å):
Ir (0.516, -0.469, -0.113)
C (2.415, 1.843, -0.897)
N (2.381, 1.041, 0.332)
C (3.680, 0.418, 0.614)
C (3.724, -1.095, 0.625)
C (4.960, -1.707, 0.813)
C (5.019, -3.080, 0.953)
C (3.835, -3.803, 0.909)
C (2.656, -3.120, 0.686)
N (2.601, -1.793, 0.528)
C (1.869, 1.822, 1.465)
C (1.206, 0.991, 2.536)
C (0.955, 1.544, 3.784)
C (0.312, 0.780, 4.742)
C (-0.036, -0.529, 4.437)
C (0.238, -1.003, 3.171)
N (0.825, -0.252, 2.235)
C (2.361, 1.014, -2.151)
C (2.872, 1.511, -3.342)
C (2.648, 0.813, -4.516)
C (1.931, -0.374, -4.465)
C (1.485, -0.821, -3.238)
N (1.694, -0.143, -2.107)
H (3.279, 2.514, -0.921)
H (1.501, 2.443, -0.922)
H (4.019, 0.739, 1.603)
H (4.426, 0.768, -0.104)
H (5.859, -1.106, 0.860)
H (5.967, -3.578, 1.106)
H (3.828, -4.875, 1.041)
H (1.714, -3.646, 0.626)
H (1.107, 2.501, 1.080)
H (2.664, 2.425, 1.918)
H (1.254, 2.563, 3.996)
H (0.091, 1.197, 5.715)
H (-0.516, -1.168, 5.164)
H (-0.021, -2.013, 2.878)
H (3.419, 2.445, -3.345)
H (3.016, 1.196, -5.459)
H (1.716, -0.942, -5.359)
H (0.944, -1.755, -3.148)
O (-0.351, 1.468, -0.554)
C (-1.606, 2.002, -0.821)
C (-2.399, 1.231, -1.892)
C (-2.055, 0.061, -2.496)
C (-2.991, -0.383, -3.469)
C (-4.026, 0.480, -3.612)
S (-3.859, 1.845, -2.588)
C (-2.378, 2.126, 0.503)
C (-1.836, 2.591, 1.667)
C (-2.763, 2.622, 2.740)
C (-3.996, 2.187, 2.367)
S (-4.041, 1.740, 0.713)
C (-1.389, 3.413, -1.383)
C (-0.440, 3.833, -2.265)
C (-0.619, 5.184, -2.672)
C (-1.702, 5.762, -2.092)
S (-2.500, 4.686, -1.025)
H (-1.153, -0.480, -2.261)
H (-2.885, -1.305, -4.023)
H (-4.874, 0.417, -4.274)
H (-0.816, 2.940, 1.738)
H (-2.526, 2.974, 3.735)
H (-4.893, 2.121, 2.963)
H (0.354, 3.195, -2.630)
H (0.028, 5.698, -3.369)
H (-2.082, 6.764, -2.213)
C (-3.917, -3.103, 2.424)
C (-3.332, -1.824, 2.404)
C (-2.267, -1.563, 1.586)
C (-1.713, -2.561, 0.751)
C (-0.564, -2.329, -0.066)
C (-0.143, -3.351, -0.893)
C (-0.786, -4.601, -0.934)
C (-1.852, -4.849, -0.116)
C (-2.340, -3.840, 0.745)
C (-3.440, -4.083, 1.600)
H (-4.751, -3.306, 3.083)
H (-3.740, -1.040, 3.028)
H (-1.835, -0.568, 1.557)
H (0.718, -3.206, -1.540)
H (-0.421, -5.364, -1.610)
H (-2.334, -5.819, -0.117)
H (-3.901, -5.063, 1.584)


# 2
The following is a quantum chemistry calculation of C41H35ClN2PtSi2 as an isolated structure, from OMol25.

Properties
Charge: +2
Expectation value of S²: 6.0510
Gap between HOMO and LUMO (spin up / spin down), eV: 5.444 / 3.605
Strongest force on any atom, eV/A: 3.73
HOMO level (spin up / spin down), Ha: -0.445 / -0.461
ΔE to the lowest compared entry with this formula, charge and spin, kJ/mol: 222.9
Multiplicity: 5

Cartesian coordinates (Å):
C (1.247, -0.263, 2.012)
C (0.630, -1.531, 2.022)
C (1.366, -2.415, 1.133)
H (-0.167, -1.869, 2.672)
C (2.457, -1.602, 0.543)
C (2.321, -0.272, 1.102)
H (3.032, 0.527, 0.932)
H (1.002, 0.562, 2.668)
H (1.244, -3.477, 0.973)
H (3.276, -2.015, -0.036)
Pt (0.619, -1.305, -0.502)
Si (0.457, -4.943, -2.904)
C (-1.020, -5.804, -3.661)
C (-1.190, -5.421, -4.987)
H (-0.538, -4.675, -5.447)
C (-2.194, -5.968, -5.774)
H (-2.345, -5.592, -6.788)
C (-3.066, -6.911, -5.226)
H (-3.965, -7.194, -5.788)
C (-2.840, -7.383, -3.930)
H (-3.535, -8.115, -3.513)
C (-1.819, -6.833, -3.146)
H (-1.691, -7.180, -2.120)
C (1.691, -5.658, -4.220)
C (2.037, -7.002, -4.438)
H (1.708, -7.785, -3.765)
C (2.738, -7.362, -5.599)
H (2.919, -8.419, -5.861)
C (3.185, -6.350, -6.476)
H (3.720, -6.622, -7.393)
C (2.872, -5.000, -6.257)
H (3.201, -4.208, -6.945)
C (2.036, -4.703, -5.183)
H (1.649, -3.686, -5.137)
H (0.808, -5.527, -1.548)
Si (-1.580, -1.495, -4.666)
C (0.137, -2.041, -3.956)
C (0.601, -3.027, -2.888)
H (0.238, -2.676, -1.767)
C (2.085, -3.172, -2.788)
H (2.523, -4.096, -2.365)
C (2.937, -2.179, -3.193)
H (3.999, -2.192, -2.922)
C (2.399, -1.122, -3.929)
H (3.092, -0.357, -4.262)
C (1.048, -1.054, -4.289)
H (0.753, -0.143, -4.863)
C (-2.713, -2.630, -3.717)
C (-2.482, -2.904, -2.366)
H (-1.743, -2.253, -1.872)
C (-3.144, -3.934, -1.670)
H (-2.881, -4.188, -0.641)
C (-4.194, -4.599, -2.301)
H (-4.811, -5.332, -1.751)
C (-4.448, -4.314, -3.647)
H (-5.217, -4.896, -4.184)
C (-3.716, -3.343, -4.365)
H (-3.905, -3.175, -5.433)
H (-1.533, -1.494, -6.064)
Cl (-1.988, 0.480, -3.960)
C (2.159, 2.601, -2.295)
C (2.098, 1.249, -1.931)
N (1.022, 0.730, -1.301)
C (-0.014, 1.552, -0.984)
C (0.066, 2.958, -1.178)
C (1.156, 3.472, -1.889)
C (-0.978, 3.774, -0.623)
C (-2.054, 3.224, 0.032)
C (-2.219, 1.801, 0.151)
C (-3.280, 1.188, 0.842)
C (-3.256, -0.186, 1.028)
C (-2.180, -0.937, 0.577)
N (-1.140, -0.335, -0.030)
C (-1.165, 0.989, -0.338)
H (2.986, 2.934, -2.912)
H (2.869, 0.532, -2.223)
H (1.151, 4.534, -2.127)
H (-0.899, 4.857, -0.772)
H (-2.819, 3.849, 0.506)
H (-4.049, 1.826, 1.280)
H (-4.050, -0.731, 1.515)
H (-2.112, -2.020, 0.647)


Question: Look up the ΔE to the lowest compared entry with this formula, charge and spin of the first one.
Answer: 0.0 kJ/mol


Question: Among the records above, which one has the highest strongest force on any atom?
Answer: C41H35ClN2PtSi2